[1]
# C40H70N10

10 unconnected molecules or ions with the total composition C40H70N10 in a non-equilibrium geometry (ωB97M-V/def2-TZVPD, the OMol25 dataset).

Output
**Gap between HOMO and LUMO**: 11.12 eV
**Energy relative to the best compared isomer or geometry (same formula, charge and spin)**: 22.43 kcal per mole
**SMILES string**: CCCC#N.CCCC#N.CCCC#N.CCCC#N.CCCC#N.CCCC#N.CCCC#N.CCCC#N.CCCC#N.CCCC#N
**LUMO energy**: -0.206 eV

Geometry as ORCA input:
```
! wB97M-V def2-TZVPD RIJCOSX def2/J DEFGRID3
* xyz 0 1
C -4.366 2.555 -0.975
C -4.320 2.715 0.526
C -4.052 1.405 1.305
C -5.202 0.512 1.309
N -6.102 -0.198 1.359
H -4.974 3.353 -1.405
H -4.792 1.599 -1.283
H -3.390 2.687 -1.447
H -5.283 3.112 0.860
H -3.612 3.478 0.856
H -3.847 1.689 2.338
H -3.178 0.914 0.879
C -5.489 -1.765 -2.172
C -4.367 -1.588 -3.193
C -2.985 -1.738 -2.523
C -2.814 -2.983 -1.764
N -2.613 -3.943 -1.167
H -5.311 -1.068 -1.349
H -5.498 -2.760 -1.720
H -6.484 -1.634 -2.593
H -4.390 -0.592 -3.633
H -4.395 -2.345 -3.977
H -2.843 -0.917 -1.818
H -2.185 -1.764 -3.261
C -0.042 -0.449 -1.429
C -0.236 -0.202 0.057
C 0.784 -0.933 0.941
C 2.169 -0.786 0.473
N 3.256 -0.698 0.117
H 0.939 -0.171 -1.813
H -0.766 0.040 -2.079
H -0.135 -1.528 -1.595
H -1.214 -0.494 0.441
H -0.134 0.873 0.249
H 0.600 -2.012 0.914
H 0.692 -0.627 1.981
C 2.815 0.256 3.817
C 2.418 1.716 3.783
C 1.609 2.220 4.980
C 2.426 2.367 6.185
N 3.040 2.457 7.149
H 3.400 0.022 4.709
H 3.350 -0.049 2.918
H 1.973 -0.447 3.880
H 1.929 2.027 2.856
H 3.367 2.261 3.726
H 0.776 1.538 5.170
H 1.130 3.166 4.726
C 6.699 0.007 2.213
C 6.385 -1.197 1.338
C 6.433 -0.845 -0.158
C 7.814 -0.565 -0.568
N 8.890 -0.316 -0.875
H 7.717 0.363 2.025
H 6.672 -0.263 3.269
H 6.071 0.883 2.041
H 5.441 -1.683 1.598
H 7.060 -2.033 1.546
H 5.914 0.100 -0.331
H 5.934 -1.633 -0.718
C 0.289 0.927 -7.561
C -0.547 1.501 -6.423
C -0.686 0.548 -5.223
C -1.399 -0.668 -5.542
N -1.998 -1.610 -5.803
H 1.290 0.606 -7.274
H 0.399 1.650 -8.368
H -0.261 0.070 -7.957
H -1.564 1.730 -6.748
H -0.133 2.442 -6.053
H -1.237 1.042 -4.416
H 0.292 0.292 -4.804
C -0.386 4.524 -0.317
C 0.269 3.999 -1.601
C -0.660 3.829 -2.765
C -1.342 5.048 -3.220
N -1.881 5.998 -3.580
H 0.335 4.658 0.493
H -1.134 3.852 0.115
H -0.837 5.505 -0.479
H 0.808 3.079 -1.384
H 1.024 4.748 -1.855
H -1.500 3.162 -2.532
H -0.166 3.369 -3.623
C 5.869 2.204 -4.207
C 5.705 1.352 -2.948
C 4.510 0.404 -2.949
C 3.229 1.091 -3.062
N 2.268 1.712 -3.140
H 6.197 1.588 -5.045
H 6.522 3.061 -4.070
H 4.893 2.620 -4.477
H 5.505 2.057 -2.134
H 6.594 0.762 -2.728
H 4.505 -0.312 -2.128
H 4.606 -0.273 -3.810
C -0.658 -2.447 3.922
C 0.206 -2.420 5.169
C -0.561 -2.544 6.481
C -1.298 -3.807 6.553
N -1.875 -4.799 6.610
H -1.418 -1.665 3.900
H -1.174 -3.397 3.767
H -0.032 -2.369 3.031
H 0.731 -1.460 5.177
H 0.940 -3.228 5.139
H -1.236 -1.689 6.587
H 0.076 -2.462 7.364
C -4.238 -4.922 3.959
C -5.311 -3.962 3.418
C -5.071 -3.677 1.924
C -3.925 -2.787 1.712
N -3.018 -2.128 1.478
H -4.261 -5.850 3.384
H -4.456 -5.174 4.998
H -3.222 -4.531 3.941
H -5.234 -3.024 3.967
H -6.273 -4.443 3.574
H -5.983 -3.285 1.478
H -4.772 -4.589 1.399
*
```

Atom charges from the Löwdin analysis, given in e for atoms 1 to 4: atom 1 (C): -0.090, atom 2 (C): -0.253, atom 3 (C): -0.180, atom 4 (C): -0.242

[2]
# C37H58ClN5O10P

3 unconnected molecules or ions with the total composition C37H58ClN5O10P in a non-equilibrium geometry (ωB97M-V/def2-TZVPD, the OMol25 dataset).

Output
**Gap between HOMO and LUMO**: 7.76 eV
**LUMO energy**: -2.846 eV

Geometry as ORCA input:
```
! wB97M-V def2-TZVPD RIJCOSX def2/J DEFGRID3
* xyz 1 1
C -2.121 -1.239 2.495
C -1.448 -1.297 1.477
N -0.709 -1.282 0.173
C 0.253 -2.441 0.429
C -0.451 -3.685 1.157
N 0.289 -4.461 1.891
C -0.074 0.065 0.152
C 0.961 0.445 1.276
C 2.496 0.052 0.962
C 3.095 -0.760 2.227
O 2.692 -0.696 -0.241
C 3.761 -0.189 -1.068
C 3.627 -0.958 -2.463
C 3.731 -0.154 -3.732
C 3.597 -0.794 -5.091
C 3.383 -2.293 -5.126
C 3.266 -3.097 -3.844
C 3.375 -2.444 -2.490
C -1.172 1.260 0.164
O -1.457 1.789 1.489
C -1.196 3.158 1.442
N -0.804 4.245 1.575
C -2.489 0.930 -0.712
C -3.800 0.668 0.190
Cl -2.897 2.590 -1.447
C -2.205 -0.247 -1.770
C -3.646 -0.489 -2.457
C -4.224 0.497 -3.495
C -5.567 0.158 -4.019
C -6.337 -1.062 -3.621
N -5.823 -1.929 -2.684
C -4.579 -1.614 -2.160
P -1.035 0.149 -3.192
O -1.541 -0.303 -4.546
O 0.457 -0.709 -3.129
O -0.584 1.754 -3.370
C -1.732 -1.548 -0.913
C -1.483 -2.734 -1.932
C -2.251 -4.118 -1.609
O -3.195 -4.425 -2.686
C -1.236 -5.379 -1.604
N -1.582 -6.408 -0.581
H -2.932 -0.959 3.227
H 1.032 -2.185 1.228
H 0.868 -2.733 -0.466
H -1.534 -3.968 1.056
H -0.353 -5.190 2.258
H 0.496 0.253 -0.821
H 0.752 0.014 2.311
H 1.042 1.573 1.457
H 3.158 0.984 0.893
H 2.743 -0.245 3.172
H 2.871 -1.867 2.184
H 4.224 -0.651 2.178
H 4.790 -0.331 -0.604
H 3.536 0.907 -1.282
H 3.920 0.958 -3.669
H 3.671 -0.215 -6.053
H 3.302 -2.807 -6.136
H 3.092 -4.209 -3.967
H 3.264 -3.067 -1.559
H -0.642 2.115 -0.383
H -4.758 0.836 -0.410
H -3.862 -0.374 0.612
H -3.880 1.394 1.056
H -3.653 1.426 -3.815
H -6.035 0.865 -4.771
H -7.350 -1.271 -4.092
H -4.280 -2.381 -1.371
H 1.201 -0.086 -2.980
H 0.393 1.854 -3.392
H -2.675 -1.849 -0.341
H -1.926 -2.479 -2.962
H -0.389 -2.933 -2.199
H -2.890 -4.065 -0.672
H -3.797 -5.117 -2.351
H -1.088 -5.796 -2.652
H -0.217 -4.923 -1.320
H -0.672 -6.750 -0.229
H -2.066 -5.930 0.188
C -0.722 6.005 -0.877
O -0.466 6.958 -1.898
C -1.661 7.430 -2.515
C -2.077 8.787 -1.962
O -2.444 8.698 -0.588
C -1.403 9.120 0.282
H 0.178 5.910 -0.268
H -1.546 6.306 -0.225
H -0.946 5.032 -1.330
H -2.468 6.698 -2.409
H -1.446 7.539 -3.583
H -2.961 9.132 -2.507
H -1.285 9.529 -2.105
H -1.360 10.213 0.298
H -0.431 8.721 -0.015
H -1.633 8.761 1.286
C 2.093 -2.041 6.933
O 2.801 -1.248 5.990
C 3.640 -0.278 6.616
C 5.092 -0.738 6.658
O 5.251 -1.880 7.494
C 5.316 -3.092 6.755
H 1.713 -2.924 6.416
H 2.730 -2.373 7.757
H 1.245 -1.473 7.330
H 3.274 -0.038 7.619
H 3.580 0.633 6.011
H 5.700 0.061 7.091
H 5.470 -0.939 5.650
H 6.312 -3.197 6.313
H 4.561 -3.135 5.968
H 5.146 -3.919 7.445
*
```

Atom charges from the Löwdin analysis, given in e for atoms 1 to 4: atom 1 (C): 0.219, atom 2 (C): -0.105, atom 3 (N): -0.070, atom 4 (C): -0.039

[3]
# C29H49BN3O14

7 unconnected molecules or ions with the total composition C29H49BN3O14 in a non-equilibrium geometry (ωB97M-V/def2-TZVPD, the OMol25 dataset).

Output
**Gap between HOMO and LUMO**: 8.38 eV
**LUMO energy**: -3.177 eV

Geometry as ORCA input:
```
! wB97M-V def2-TZVPD RIJCOSX def2/J DEFGRID3
* xyz 1 1
C -2.053 1.394 -0.578
B -0.540 1.032 -0.510
O 0.216 1.404 0.579
C 0.274 0.297 -1.703
N 1.601 -0.231 -1.262
C 1.819 -1.513 -1.091
N 3.107 -1.979 -1.229
N 0.781 -2.369 -0.813
C -0.546 -2.037 -1.387
C -0.422 -0.891 -2.372
O -1.672 -0.548 -2.932
H -2.449 1.447 0.441
H -2.146 2.409 -0.981
H -2.674 0.721 -1.165
H -0.105 0.988 1.393
H 0.524 1.048 -2.460
H 2.401 0.183 -1.750
H 3.365 -2.305 -2.154
H 3.771 -2.042 -0.480
H 0.729 -2.593 0.176
H -0.930 -2.921 -1.895
H -1.239 -1.812 -0.574
H 0.234 -1.235 -3.186
H -1.559 -0.490 -3.885
O -0.955 1.236 3.373
C -1.662 2.187 3.584
O -2.692 2.489 2.766
C -3.317 3.722 3.186
C -2.942 3.870 4.654
C -1.571 3.197 4.703
H -2.919 4.530 2.569
H -4.386 3.638 3.010
H -2.945 4.904 4.992
H -3.640 3.312 5.278
H -0.760 3.892 4.471
H -1.386 2.713 5.656
O -5.391 -5.128 -0.154
C -5.181 -4.001 -0.477
O -4.069 -3.653 -1.191
C -4.009 -2.231 -1.364
C -5.442 -1.740 -1.179
C -5.995 -2.756 -0.182
H -3.341 -1.816 -0.605
H -3.599 -2.020 -2.347
H -5.497 -0.705 -0.849
H -5.982 -1.822 -2.123
H -5.807 -2.467 0.854
H -7.054 -2.962 -0.307
O 4.023 1.612 -2.686
C 3.755 2.423 -1.839
O 3.329 3.663 -2.127
C 3.097 4.416 -0.911
C 2.899 3.349 0.159
C 3.798 2.228 -0.341
H 3.961 5.055 -0.723
H 2.225 5.043 -1.074
H 3.128 3.691 1.165
H 1.871 2.994 0.132
H 4.830 2.311 0.005
H 3.419 1.242 -0.086
O 4.226 -3.817 -3.744
C 5.128 -3.063 -3.994
O 4.929 -1.898 -4.637
C 6.189 -1.234 -4.880
C 7.145 -1.818 -3.848
C 6.599 -3.237 -3.677
H 6.493 -1.459 -5.904
H 6.033 -0.164 -4.782
H 8.186 -1.772 -4.160
H 7.049 -1.271 -2.909
H 7.022 -3.937 -4.399
H 6.728 -3.635 -2.674
O -1.559 3.258 7.678
C -0.905 4.103 8.224
O -1.445 5.264 8.646
C -0.424 6.133 9.174
C 0.724 5.206 9.557
C 0.580 4.090 8.525
H -0.143 6.841 8.393
H -0.845 6.681 10.013
H 1.691 5.705 9.550
H 0.558 4.805 10.557
H 1.116 4.308 7.599
H 0.882 3.112 8.888
O -1.979 -6.431 -7.220
C -2.237 -6.078 -6.111
O -3.224 -6.642 -5.372
C -3.380 -5.952 -4.122
C -2.043 -5.259 -3.885
C -1.583 -4.963 -5.309
H -4.202 -5.240 -4.219
H -3.630 -6.675 -3.351
H -2.136 -4.383 -3.245
H -1.347 -5.953 -3.410
H -1.970 -4.012 -5.682
H -0.505 -4.988 -5.443
*
```

Atom charges from the Löwdin analysis, given in e for atoms 1 to 4: atom 1 (C): 0.034, atom 2 (B): -0.437, atom 3 (O): 0.123, atom 4 (C): -0.080